[1]
Here is C36H59N7O12S2Zn as an isolated structure at a distorted geometry from the OMol25 dataset. Energies are from ωB97M-V with the def2-TZVPD basis set.

The geometry in XYZ format:
```
117
Properties=species:S:1:pos:R:3:lowdin_charge:R:1
C 4.332 2.562 4.149 0.00
N 4.174 2.422 2.736 -0.10
C 3.280 1.459 2.412 0.03
C 2.983 1.277 1.077 0.05
C 3.821 1.775 0.111 -0.13
C 4.841 2.691 0.494 0.05
C 4.975 3.070 1.814 0.04
C 3.670 1.391 -1.308 -0.15
C 3.786 2.290 -2.331 0.01
C 3.637 1.895 -3.668 0.04
N 3.306 0.630 -4.041 -0.09
C 3.132 -0.333 -3.062 0.10
C 3.323 0.072 -1.719 0.09
C 2.934 0.272 -5.358 0.00
H 3.794 3.457 4.463 0.12
H 5.350 2.777 4.474 0.12
H 4.108 1.626 4.660 0.12
H 2.711 1.073 3.244 0.15
H 2.201 0.558 0.885 0.14
H 5.508 2.968 -0.309 0.13
H 5.767 3.667 2.241 0.15
H 4.022 3.304 -2.045 0.12
H 3.431 2.591 -4.468 0.15
H 2.787 -1.306 -3.378 0.17
H 3.048 -0.671 -0.984 0.13
H 3.097 1.102 -6.046 0.11
H 1.863 0.078 -5.430 0.13
H 3.520 -0.515 -5.833 0.13
C 4.562 8.419 -0.543 0.03
N 3.402 7.606 -0.318 -0.09
C 2.607 7.181 -1.376 0.08
C 1.475 6.384 -1.110 0.06
C 1.214 6.078 0.261 -0.09
C 2.067 6.474 1.334 0.06
C 3.133 7.229 0.914 -0.03
C -0.167 5.446 0.464 -0.10
C -1.090 5.846 1.491 0.07
C -2.319 5.186 1.630 0.03
N -2.660 4.242 0.736 -0.06
C -1.804 3.821 -0.256 0.04
C -0.570 4.394 -0.389 0.02
C -4.006 3.590 0.909 0.08
H 4.694 8.451 -1.625 0.11
H 5.495 8.004 -0.161 0.13
H 4.323 9.426 -0.203 0.14
H 2.916 7.443 -2.376 0.15
H 0.723 6.230 -1.870 0.14
H 1.840 6.370 2.384 0.14
H 3.765 7.628 1.693 0.16
H -0.778 6.613 2.183 0.13
H -2.965 5.441 2.458 0.16
H -2.159 3.033 -0.903 0.16
H 0.039 3.882 -1.120 0.13
H -4.312 3.326 -0.103 0.11
H -4.652 4.251 1.486 0.12
H -3.767 2.596 1.287 0.12
C -3.277 -3.372 4.944 0.05
C -2.742 -2.553 6.082 -0.33
O -3.144 -2.525 7.238 0.17
N -1.622 -1.584 5.654 0.09
H -0.883 -1.735 6.325 0.18
H -1.281 -1.752 4.718 0.15
C -1.967 -0.199 5.926 -0.01
H -2.420 -3.852 4.470 0.11
H -3.983 -2.824 4.321 0.12
H -3.994 -4.067 5.380 0.11
H -1.152 0.428 5.567 0.10
H -2.200 -0.015 6.975 0.12
H -2.775 0.130 5.272 0.11
C 1.925 -7.718 2.469 0.05
C 1.932 -6.346 3.169 -0.32
O 1.280 -6.043 4.118 0.16
N 2.476 -5.125 2.310 0.09
H 2.255 -5.252 1.333 0.14
H 1.791 -4.406 2.493 0.15
C 3.902 -4.738 2.638 0.04
H 2.709 -8.372 2.850 0.10
H 2.157 -7.662 1.405 0.10
H 1.052 -8.259 2.835 0.11
H 4.499 -5.552 2.226 0.11
H 3.984 -4.613 3.717 0.11
H 4.014 -3.845 2.023 0.10
Zn -1.846 -4.033 -1.688 1.22
S 1.326 -5.429 -2.082 0.10
O 0.344 -5.686 -1.057 -0.44
O 2.546 -4.876 -1.524 -0.38
O 1.683 -6.581 -2.822 -0.28
O 0.481 -4.505 -2.871 -0.45
S -1.567 -1.965 1.146 0.06
O -2.312 -0.757 1.422 -0.43
O -0.565 -2.251 2.138 -0.43
O -2.454 -3.104 0.855 -0.45
O -0.936 -1.925 -0.157 -0.47
C -4.428 -6.078 -1.375 -0.05
O -4.009 -5.112 -2.337 -0.26
C -4.960 -4.814 -3.333 -0.20
C -4.504 -3.697 -4.270 -0.19
N -3.772 -2.642 -3.549 -0.04
C -3.388 -1.613 -4.555 -0.18
C -4.592 -0.757 -4.972 -0.26
O -5.235 -0.160 -3.907 -0.20
C -6.100 0.940 -4.253 -0.05
H -5.456 -5.794 -1.150 0.10
H -3.957 -5.925 -0.404 0.09
H -4.295 -7.078 -1.786 0.11
H -5.914 -4.567 -2.868 0.13
H -5.084 -5.668 -3.998 0.14
H -5.445 -3.358 -4.704 0.12
H -3.933 -4.113 -5.099 0.13
H -4.490 -2.068 -3.131 0.10
H -2.853 -2.024 -5.411 0.13
H -2.694 -1.047 -3.933 0.11
H -5.154 -1.522 -5.507 0.11
H -4.356 -0.071 -5.786 0.13
H -5.600 1.592 -4.970 0.09
H -6.550 1.335 -3.342 0.09
H -6.871 0.433 -4.833 0.09
```

## Properties
- Net charge: +4
- 2S+1: 1
- E_HOMO: -12.9 eV

***

[2]
Here is C36H60As2BaClN4O2PSe2 as an isolated structure at a distorted geometry from the OMol25 dataset. Energies are from ωB97M-V with the def2-TZVPD basis set.

The geometry in XYZ format:
```
109
Properties=species:S:1:pos:R:3:lowdin_charge:R:1
Ba 0.766 0.860 0.451 1.65
C -1.738 0.126 4.113 -0.29
As -0.114 -0.073 3.014 1.03
C 0.010 -2.033 3.113 -0.28
C 1.304 0.290 4.312 -0.41
C 1.005 0.503 5.653 -0.11
C 1.994 0.719 6.593 -0.09
C 3.318 0.728 6.197 -0.09
C 3.627 0.563 4.857 -0.12
C 2.640 0.354 3.900 -0.41
As 3.143 0.238 2.009 1.05
C 4.410 1.734 1.923 -0.27
C 4.498 -1.207 2.172 -0.29
H -1.746 -0.505 5.005 0.03
H -2.577 -0.160 3.472 0.00
H -1.874 1.175 4.400 0.03
H -0.083 -2.400 4.139 0.03
H 0.971 -2.352 2.699 0.02
H -0.785 -2.455 2.499 0.00
H -0.028 0.505 5.974 0.08
H 1.727 0.881 7.629 0.10
H 4.104 0.873 6.924 0.10
H 4.671 0.604 4.556 0.09
H 5.329 1.521 2.472 0.03
H 3.928 2.620 2.333 0.03
H 4.667 1.950 0.884 0.02
H 5.118 -1.085 3.060 0.02
H 5.145 -1.217 1.290 0.02
H 3.980 -2.166 2.231 0.02
Cl -0.284 7.982 1.422 0.65
C 0.301 6.353 1.525 -0.68
C 0.514 5.774 2.786 -0.09
C 0.932 4.479 2.874 0.01
C 1.107 3.649 1.727 -0.39
O 1.393 2.424 1.858 -0.50
C 0.942 4.285 0.448 -0.13
C 1.230 3.605 -0.764 -0.25
O 1.535 2.418 -0.898 -0.46
C 0.539 5.636 0.386 -0.06
H 0.332 6.354 3.678 0.11
H 1.110 4.014 3.834 0.12
H 1.222 4.247 -1.667 0.13
H 0.402 6.086 -0.587 0.11
C 2.915 -2.797 -1.857 -0.37
Se 2.511 -0.973 -2.442 0.92
C 4.234 -0.165 -1.911 -0.55
C 4.713 0.858 -2.910 -0.57
Se 3.535 2.438 -3.035 0.95
C 4.671 3.336 -4.363 -0.40
H 3.143 -2.784 -0.793 0.02
H 3.747 -3.195 -2.431 0.02
H 2.019 -3.382 -2.048 -0.01
H 4.956 -0.980 -1.830 0.07
H 4.091 0.295 -0.926 0.02
H 4.763 0.431 -3.914 0.06
H 5.705 1.234 -2.638 0.07
H 4.768 2.711 -5.247 0.02
H 5.647 3.524 -3.923 0.02
H 4.196 4.279 -4.624 0.01
N -0.832 -0.667 -0.006 -0.61
P -1.991 -0.889 -0.963 0.55
N -2.165 -2.549 -1.493 -0.19
C -2.547 -3.432 -0.394 -0.23
C -1.984 -4.847 -0.564 -0.18
C -1.887 -5.180 -2.048 -0.20
C -0.873 -4.242 -2.711 -0.17
C -0.837 -2.913 -1.955 -0.29
N -3.552 -0.573 -0.369 -0.23
C -3.634 0.623 0.441 -0.23
C -4.754 0.507 1.485 -0.18
C -4.958 -0.964 1.826 -0.20
C -5.501 -1.699 0.597 -0.17
C -4.839 -1.137 -0.682 -0.23
N -2.002 -0.033 -2.447 -0.21
C -3.147 0.334 -3.241 -0.21
C -3.060 -0.278 -4.642 -0.18
C -1.774 0.159 -5.340 -0.20
C -0.575 -0.160 -4.451 -0.19
C -0.789 0.441 -3.055 -0.26
H -3.636 -3.494 -0.378 0.09
H -2.215 -3.005 0.566 0.10
H -2.639 -5.557 -0.056 0.11
H -0.996 -4.930 -0.110 0.11
H -2.874 -5.045 -2.492 0.11
H -1.587 -6.219 -2.194 0.10
H -1.138 -4.080 -3.757 0.11
H 0.123 -4.691 -2.687 0.10
H -0.461 -2.109 -2.589 0.07
H -0.148 -2.973 -1.093 0.10
H -3.811 1.518 -0.181 0.12
H -2.651 0.727 0.926 0.07
H -5.689 0.911 1.089 0.11
H -4.500 1.089 2.374 0.10
H -5.644 -1.077 2.668 0.11
H -3.993 -1.394 2.104 0.10
H -6.585 -1.574 0.531 0.11
H -5.298 -2.765 0.703 0.09
H -5.498 -0.356 -1.098 0.11
H -4.718 -1.915 -1.438 0.11
H -3.181 1.433 -3.339 0.12
H -4.058 0.003 -2.748 0.09
H -3.929 0.028 -5.228 0.11
H -3.070 -1.364 -4.536 0.11
H -1.807 1.233 -5.529 0.11
H -1.680 -0.344 -6.306 0.11
H 0.347 0.237 -4.879 0.11
H -0.472 -1.243 -4.376 0.10
H -0.825 1.539 -3.164 0.13
H 0.033 0.192 -2.379 0.00
```

## Properties
- 2S+1: 1
- E_HOMO: -7.0 eV
- Energy above the lowest of the compared OMol25 structures with the same formula, charge and spin: 389.4 kJ/mol

***

[3]
Here is a 11-piece molecular cluster, C36H60N3O18 overall at a distorted geometry from the OMol25 dataset. Energies are from ωB97M-V with the def2-TZVPD basis set.

The geometry in XYZ format:
```
117
Properties=species:S:1:pos:R:3:lowdin_charge:R:1
C 0.270 0.382 -0.993 0.07
C -0.717 0.106 0.256 -0.28
O -0.229 0.181 1.360 0.06
N -2.136 -0.432 -0.032 0.13
H -2.734 0.491 -0.240 0.15
H -1.966 -0.898 -0.883 0.07
C -2.429 -1.343 1.111 -0.03
H 0.000 1.366 -1.231 0.04
H -0.002 -0.320 -1.763 0.07
H 1.258 0.278 -0.582 0.07
H -3.308 -1.818 0.826 0.08
H -2.610 -0.831 2.031 0.05
H -1.585 -2.031 1.280 0.11
N -3.595 1.621 -2.103 -0.57
O -3.981 1.404 -0.868 -0.13
O -4.389 1.404 -2.950 0.06
O -2.410 1.594 -2.421 -0.01
N -2.136 -2.414 -2.844 -0.61
O -3.391 -2.463 -2.714 -0.07
O -1.463 -2.432 -1.823 -0.10
O -1.748 -1.913 -3.922 -0.05
C 1.916 -2.482 -3.318 -0.10
C 3.026 -3.017 -4.144 -0.51
C 2.914 -4.548 -4.207 -0.08
O 2.814 -2.416 -5.456 -0.06
H 0.808 -2.613 -3.685 0.12
H 2.206 -1.349 -3.268 0.10
H 2.017 -2.755 -2.248 0.06
H 3.955 -2.626 -3.595 0.15
H 3.706 -4.964 -4.844 0.06
H 1.847 -5.075 -4.364 0.13
H 3.314 -4.979 -3.263 0.07
H 2.697 -1.512 -5.216 0.04
C 0.737 -3.339 2.126 -0.06
C 1.435 -3.369 0.789 -0.43
C 2.910 -2.922 0.787 -0.05
O 1.512 -4.787 0.465 -0.09
H -0.243 -3.851 2.017 0.11
H 0.678 -2.325 2.406 0.02
H 1.386 -3.788 2.858 0.09
H 1.025 -2.863 -0.135 0.14
H 3.551 -3.370 1.468 0.05
H 2.964 -1.884 1.275 0.01
H 3.488 -2.897 -0.300 0.14
H 0.650 -5.123 0.136 0.10
C 0.247 2.535 -4.445 -0.07
C 1.716 2.841 -4.216 -0.48
C 1.944 3.286 -2.739 -0.02
O 2.604 1.828 -4.643 -0.12
H -0.179 1.630 -3.946 0.07
H -0.034 2.165 -5.420 0.06
H -0.519 3.421 -4.117 0.14
H 2.180 3.730 -4.735 0.14
H 2.087 2.444 -2.053 0.08
H 1.188 3.922 -2.544 0.04
H 2.780 3.786 -2.742 0.01
H 2.832 1.740 -5.684 0.17
C -3.279 3.428 2.180 -0.08
C -2.042 3.278 1.315 -0.38
C -2.247 4.172 -0.041 0.01
O -1.079 3.987 2.078 0.00
H -3.137 3.041 3.340 0.14
H -4.216 3.173 1.770 0.04
H -3.453 4.456 2.433 0.06
H -1.921 2.226 1.106 0.10
H -1.332 3.939 -0.542 0.06
H -2.991 3.890 -0.547 -0.03
H -2.242 5.241 -0.111 0.08
H -0.606 3.422 2.523 -0.02
C 2.332 -0.472 2.652 0.00
C 3.167 0.839 2.599 -0.43
C 2.442 2.068 3.083 -0.05
O 4.403 0.749 3.306 -0.04
H 2.416 -0.959 3.580 0.09
H 2.809 -1.140 1.863 0.03
H 1.493 -0.159 2.281 -0.01
H 3.386 1.169 1.534 0.13
H 2.982 2.995 3.209 0.09
H 2.123 1.998 4.049 0.05
H 1.605 2.309 2.492 0.06
H 4.760 -0.042 2.971 0.05
C 6.095 1.317 -0.014 0.06
C 7.295 2.171 -0.402 0.05
C 7.442 2.630 -1.853 -0.40
O 8.411 3.370 -2.196 0.04
C 6.294 2.467 -2.758 0.10
C 5.173 1.579 -2.281 0.07
C 5.012 1.011 -0.995 -0.50
O 4.078 0.333 -0.713 0.12
H 5.972 1.039 1.189 0.15
H 8.102 2.365 0.464 0.14
H 6.463 2.922 -3.681 0.09
H 4.457 1.192 -2.958 0.08
C -6.252 0.415 0.135 0.05
C -7.421 0.871 -0.669 0.11
C -8.454 1.696 0.045 -0.44
O -9.475 2.111 -0.476 0.09
C -8.162 2.032 1.407 0.02
C -7.127 1.465 2.278 0.06
C -6.119 0.593 1.575 -0.39
O -5.339 -0.121 2.274 0.03
H -5.471 -0.267 -0.287 0.12
H -7.484 0.701 -1.655 0.06
H -8.932 2.692 1.832 0.11
H -7.189 1.496 3.415 0.13
C -2.776 -2.459 3.830 0.04
C -3.296 -3.589 4.840 0.14
C -2.053 -4.088 5.725 -0.44
O -2.169 -5.098 6.374 0.07
C -0.722 -3.463 5.676 0.02
C -0.426 -2.454 4.660 0.04
C -1.525 -1.795 3.810 -0.45
O -1.242 -0.900 3.077 0.02
H -3.598 -2.208 3.097 0.10
H -4.461 -3.979 4.600 0.17
H 0.134 -4.094 6.200 0.16
H 0.554 -1.968 4.784 0.10
```

## Properties
- Net charge: -1
- 2S+1: 1
- E_HOMO: -5.7 eV
- Energy above the lowest of the compared OMol25 structures with the same formula, charge and spin: 160.0 kJ/mol

***

What is the formula in the second record? C36H60As2BaClN4O2PSe2